The following is a DFT calculation (wB97M-V/def2-TZVPD) of C26H43CoN3O3P as an isolated structure.

Each line ends with the Mulliken charge.
Atoms and positions in Å:
C (1.450, 0.979, -0.511)  -0.10
N (0.662, 1.987, -0.034)  0.25
C (1.223, 2.963, 0.723)  0.21
C (2.592, 3.193, 0.652)  -0.85
C (3.359, 2.398, -0.200)  -0.88
C (2.772, 1.292, -0.835)  -1.08
Co (-1.139, 2.309, -0.397)  0.16
C (1.197, -2.551, 1.091)  0.24
O (0.965, -3.690, 1.488)  -0.51
C (0.264, 3.784, 1.536)  -0.84
N (-1.128, 3.238, 1.405)  0.75
C (-2.215, 4.252, 1.504)  -0.42
C (-2.162, 5.277, 0.386)  -1.26
C (0.771, -0.360, -0.508)  0.00
P (1.550, -2.053, -0.700)  0.36
C (3.340, -2.569, -0.769)  1.59
C (3.861, -2.731, -2.207)  -1.84
C (0.437, -3.031, -1.851)  1.70
C (0.717, -4.529, -1.632)  -1.73
C (-1.058, -2.760, -1.548)  -1.72
C (0.715, -2.634, -3.310)  -1.65
C (4.105, -1.482, 0.004)  -1.21
C (3.558, -3.919, -0.034)  -1.43
C (-1.355, 2.117, 2.383)  0.32
C (-1.215, 2.501, 3.849)  -1.42
H (3.015, 4.016, 1.226)  0.52
H (4.408, 2.626, -0.367)  0.45
H (3.318, 0.695, -1.565)  1.11
H (-0.142, -0.352, -1.131)  0.29
H (-1.654, -3.482, -2.129)  0.54
H (-1.311, -2.899, -0.486)  0.31
H (-1.383, -1.755, -1.858)  0.43
H (-0.038, -3.128, -3.939)  0.49
H (0.622, -1.551, -3.472)  0.32
H (1.702, -2.950, -3.666)  0.34
H (-0.041, -5.094, -2.194)  0.53
H (1.701, -4.835, -2.009)  0.33
H (0.635, -4.802, -0.570)  0.35
H (4.954, -2.851, -2.147)  0.52
H (3.462, -3.638, -2.690)  0.35
H (3.651, -1.859, -2.844)  0.36
H (4.347, -0.626, -0.634)  0.34
H (3.539, -1.127, 0.880)  0.22
H (5.051, -1.907, 0.367)  0.53
H (2.998, -4.746, -0.485)  0.30
H (4.630, -4.158, -0.102)  0.55
H (3.290, -3.851, 1.027)  0.35
H (0.556, 3.830, 2.607)  0.39
H (0.295, 4.822, 1.174)  0.39
H (-3.158, 3.691, 1.439)  0.31
H (-2.161, 4.736, 2.489)  0.32
H (-0.636, 1.329, 2.118)  -0.44
H (-2.363, 1.745, 2.157)  0.38
H (-1.587, 3.506, 4.083)  0.23
H (-1.798, 1.792, 4.448)  0.43
H (-0.174, 2.414, 4.177)  0.48
H (-2.922, 6.044, 0.571)  0.43
H (-1.195, 5.786, 0.332)  0.31
H (-2.373, 4.832, -0.596)  0.25
C (1.027, -1.862, 3.330)  -0.88
H (0.714, -0.943, 3.829)  0.26
H (1.997, -2.200, 3.712)  0.29
H (0.276, -2.648, 3.425)  0.40
O (1.183, -1.492, 1.946)  -0.28
H (0.425, -0.532, 0.591)  0.30
O (-2.457, 1.898, -1.606)  -0.70
N (-3.667, 1.329, -1.328)  0.68
C (-3.846, 0.572, -0.209)  0.03
C (-5.098, 0.023, 0.028)  -1.08
C (-6.133, 0.225, -0.887)  -0.15
C (-5.888, 0.961, -2.048)  -0.67
C (-4.631, 1.504, -2.265)  -0.17
H (-2.996, 0.432, 0.465)  0.54
H (-5.250, -0.548, 0.940)  0.45
H (-7.122, -0.180, -0.684)  0.43
H (-6.657, 1.144, -2.793)  0.45
H (-4.376, 2.089, -3.145)  0.44

Its spin multiplicity is 5. For the relative energy (zero: lowest compared OMol25 entry of this formula, charge and spin), the calculation gives 0.578 eV. The HOMO energy (alpha / beta) is -0.368 / -0.494 Eh. Its expectation value of S² is 6.0355. Its total charge is +2. The LUMO energy (alpha / beta) is -0.2174 / -0.2236 Eh. As for the max |F|: 2.821 eV/A.